The following is a DFT calculation (ωB97M-V with the def2-TZVPD basis set) of a structure of composition C32H43N7O12P3S3Ti.

```
101
Properties=species:S:1:pos:R:3:forces:R:3
Ti 0.727 -0.017 0.068 0.1 0.1 0.0
C 0.195 5.013 3.325 0.0 0.0 0.0
N -0.064 4.866 1.906 0.0 0.0 0.0
C 0.588 5.529 0.879 0.0 0.0 0.0
C -0.020 5.185 -0.269 0.0 0.0 0.0
N -1.045 4.304 0.053 0.0 0.0 0.0
C -1.088 4.111 1.417 0.0 0.0 0.0
S -2.161 3.224 2.332 0.0 0.0 0.0
C -2.062 3.917 -0.870 0.0 0.0 0.0
C -2.634 4.887 -1.676 0.0 0.0 0.0
C -3.622 4.490 -2.563 0.0 0.0 0.0
C -4.009 3.162 -2.584 0.0 0.0 0.0
C -3.380 2.277 -1.725 0.0 0.0 0.0
N -2.404 2.639 -0.890 0.0 0.0 0.0
H 0.954 5.781 3.461 0.0 0.0 0.0
H 0.532 4.068 3.752 0.0 0.0 0.0
H -0.722 5.304 3.834 0.0 0.0 0.0
H 1.410 6.198 1.061 0.0 0.0 0.0
H 0.176 5.479 -1.285 0.0 0.0 0.0
H -2.334 5.922 -1.588 0.0 0.0 0.0
H -4.097 5.217 -3.208 0.0 0.0 0.0
H -4.789 2.811 -3.244 0.0 0.0 0.0
H -3.666 1.233 -1.702 0.0 0.0 0.0
C -2.022 -6.757 -0.606 -0.1 0.0 0.0
C -1.035 -5.742 -0.125 0.0 0.0 0.0
C -1.378 -4.831 0.880 0.0 0.0 0.0
C -0.474 -3.882 1.323 0.0 0.0 0.0
C 0.790 -3.830 0.750 0.0 0.0 0.0
C 1.163 -4.731 -0.238 0.0 0.0 0.0
C 0.248 -5.676 -0.668 0.0 0.0 0.0
S 2.007 -2.749 1.385 0.0 0.0 0.0
O 2.399 -3.185 2.689 0.0 0.0 0.0
O 3.055 -2.611 0.385 0.0 0.0 0.0
N 1.294 -1.221 1.538 0.0 -0.1 0.1
C 1.303 -0.616 2.836 0.0 0.0 0.0
C 2.394 -0.657 3.709 0.0 0.0 0.0
C 2.304 0.032 4.904 0.0 0.0 0.0
C 1.160 0.762 5.196 0.0 0.0 0.0
C 0.141 0.765 4.262 0.0 0.0 0.0
N 0.208 0.084 3.116 0.0 0.0 0.0
H -2.612 -7.151 0.220 0.0 0.0 0.0
H -1.522 -7.576 -1.123 0.0 0.0 0.0
H -2.738 -6.284 -1.284 0.0 0.0 0.0
H -2.376 -4.883 1.296 0.0 0.0 0.0
H -0.750 -3.188 2.108 0.0 0.0 0.0
H 2.168 -4.731 -0.637 0.0 0.0 0.0
H 0.542 -6.395 -1.422 0.0 0.0 0.0
H 3.270 -1.239 3.475 0.0 0.0 0.0
H 3.126 -0.007 5.607 0.0 0.0 0.0
H 1.055 1.305 6.125 0.0 0.0 0.0
H -0.770 1.330 4.422 0.0 0.0 0.0
N 0.003 -1.703 -3.701 0.0 0.0 0.0
C 1.176 -0.764 -3.466 0.0 0.0 0.0
C 2.057 -0.723 -4.705 0.0 0.0 0.0
P 1.993 -1.282 -1.928 0.0 0.0 0.0
O 2.836 -2.537 -2.308 0.0 0.0 0.0
O 2.690 -0.146 -1.247 0.0 0.0 0.0
O 0.752 -1.602 -1.057 0.0 -0.1 0.0
P 0.323 0.881 -3.111 0.1 0.0 0.0
O 1.336 1.992 -3.634 0.0 0.0 0.0
O -0.930 0.792 -3.890 0.0 0.0 0.0
O 0.291 1.048 -1.602 -0.1 -0.1 0.0
H 0.264 -2.526 -4.246 0.0 0.0 0.0
H -0.724 -1.144 -4.186 0.0 0.0 0.0
H -0.400 -2.014 -2.804 0.0 0.0 0.0
H 2.454 -1.713 -4.933 0.0 0.0 0.0
H 2.899 -0.055 -4.532 0.0 0.0 0.0
H 1.501 -0.354 -5.568 0.0 0.0 0.0
H 3.207 -2.929 -1.484 0.0 0.0 0.0
H 1.090 2.332 -4.505 0.0 0.0 0.0
N -1.150 0.541 0.654 -0.1 0.0 0.1
C -2.032 -0.564 0.327 -0.1 0.0 0.0
C -2.690 -1.259 1.333 0.1 0.0 0.0
C -3.524 -2.310 0.992 0.0 0.0 0.0
C -3.679 -2.678 -0.340 -0.1 0.0 0.1
C -3.053 -1.951 -1.338 0.0 0.0 -0.1
C -2.235 -0.883 -1.010 -0.1 0.0 -0.1
S -4.693 -4.096 -0.784 0.0 0.0 0.0
O -6.018 -3.539 -0.913 0.0 0.0 0.0
O -4.501 -5.004 0.335 0.0 0.0 0.0
O -4.077 -4.542 -2.028 0.0 0.0 0.0
H -1.101 0.665 1.671 0.0 0.0 0.0
H -1.525 1.415 0.222 0.1 0.0 -0.1
H -2.540 -0.978 2.369 0.0 0.0 0.0
H -4.042 -2.878 1.754 0.0 0.0 0.0
H -3.228 -2.243 -2.367 0.0 0.0 0.0
H -1.801 -0.263 -1.785 0.0 0.0 0.0
C 4.357 0.760 1.162 0.0 0.0 0.0
P 3.115 2.010 0.893 0.0 0.0 0.0
C 3.157 3.123 2.286 0.0 0.0 0.0
C 3.457 2.911 -0.606 0.0 0.0 0.0
O 1.680 1.431 0.818 0.0 0.0 0.0
H 5.341 1.212 1.028 0.0 0.0 0.0
H 4.224 -0.058 0.456 0.0 0.0 0.0
H 4.273 0.388 2.182 0.0 0.0 0.0
H 4.167 3.509 2.430 0.0 0.0 0.0
H 2.847 2.574 3.177 0.0 0.0 0.0
H 2.470 3.949 2.110 0.0 0.0 0.0
H 4.418 3.421 -0.530 0.0 0.0 0.0
H 2.661 3.642 -0.758 0.0 0.0 0.0
H 3.468 2.208 -1.438 0.0 0.0 0.0
```
Positions in Å, forces in eV/Å.

Computed properties:
Multiplicity: 1
DFT total energy: -152376.5268 eV
Highest occupied orbital energy: -9.90 eV
Gap between HOMO and LUMO: 0.21326 hartree
Energy above the lowest of the compared OMol25 structures with the same formula, charge and spin: 1.542 eV
Total charge: +1
LUMO: -4.09 eV

These are the Löwdin partial charges, in e, on atoms 1 to 5: 1.1422 -0.0466 -0.1314 -0.0620 -0.0472

***

The following is a DFT calculation (ωB97M-V with the def2-TZVPD basis set) of a structure of composition C24H58P2Si4SnTe at a distorted geometry.

```
90
Properties=species:S:1:pos:R:3:forces:R:3
P -1.431 -3.991 -3.795 1.0 1.8 0.9
P -0.569 2.609 -0.207 0.4 -1.0 -0.4
C 0.380 0.539 -2.067 -0.3 0.0 -0.5
C 0.684 1.878 -1.399 0.3 0.3 0.1
H 0.528 -0.304 -1.379 -0.1 0.2 -0.2
H -0.648 0.485 -2.461 0.3 0.0 0.3
H 1.628 1.795 -0.831 -0.3 0.1 -0.2
H 0.826 2.671 -2.157 0.0 -0.1 0.3
C -1.793 3.430 -1.266 -0.2 0.0 0.1
H -2.449 4.051 -0.639 0.1 -0.2 -0.2
H -2.405 2.694 -1.805 0.2 0.2 0.2
H -1.276 4.073 -1.995 -0.1 -0.2 0.3
C 0.333 3.912 0.657 0.1 0.2 0.1
H 0.537 4.718 -0.065 -0.1 -0.2 0.2
H 1.288 3.538 1.052 -0.3 0.0 -0.1
H -0.272 4.307 1.484 0.1 -0.1 -0.2
C -2.081 -4.869 -5.262 0.3 0.7 -0.4
H -2.570 -5.776 -4.884 0.1 0.2 -0.1
H -1.287 -5.135 -5.971 -0.3 -0.1 0.0
H -2.835 -4.229 -5.739 0.1 -0.4 0.0
C -0.082 -5.145 -3.341 -0.1 0.0 0.1
H 0.278 -5.729 -4.198 0.0 0.1 0.2
H -0.518 -5.821 -2.594 0.3 0.0 -0.2
H 0.742 -4.588 -2.878 -0.2 -0.3 0.0
Sn 1.656 -0.054 -3.808 1.1 -1.2 5.9
C 1.559 0.363 -5.911 -2.5 1.4 -2.3
C 0.327 0.730 -5.269 0.0 1.1 -4.1
C -1.017 0.038 -5.413 -0.1 -0.7 1.2
C -1.091 -1.507 -5.452 -0.8 0.1 -1.0
C -0.147 -2.414 -4.692 -1.9 -3.5 -0.3
C 1.254 -2.029 -4.346 0.6 -0.7 -0.1
C 2.132 -2.110 -5.632 0.3 -0.4 0.5
C 1.824 -0.952 -6.622 0.5 -0.2 -0.1
C 3.650 0.268 -3.118 0.3 0.2 -0.3
H 2.212 1.191 -6.202 0.1 -0.1 0.7
H 0.213 1.797 -5.037 0.3 -0.3 0.0
H -1.491 0.408 -6.339 0.5 0.2 0.2
H -1.675 0.398 -4.605 0.3 0.0 -0.2
H -2.118 -1.765 -5.133 0.3 0.3 -0.2
H -1.056 -1.793 -6.521 -0.1 0.2 0.4
H -0.041 -3.307 -5.349 0.5 0.9 -0.3
H 1.669 -2.648 -3.536 0.0 -0.1 -0.4
H 1.985 -3.072 -6.143 0.0 0.3 0.1
H 3.198 -2.076 -5.360 -0.2 0.1 -0.1
H 2.712 -0.807 -7.259 -0.4 0.0 0.2
H 0.997 -1.227 -7.297 0.1 0.3 0.4
H 3.743 1.300 -2.757 0.1 -0.3 -0.1
H 4.353 0.093 -3.943 -0.1 0.1 0.4
H 3.863 -0.431 -2.295 -0.2 0.2 -0.3
C 2.747 1.059 2.549 0.3 0.1 0.0
Si 1.571 1.546 3.934 0.1 0.1 0.0
C 2.126 0.795 5.575 0.0 0.0 -0.1
C 1.549 3.420 4.134 0.1 0.0 -0.1
Si -0.565 0.710 3.425 0.1 0.3 1.0
Te -1.623 0.792 1.128 0.2 0.4 -0.8
Si -0.604 -1.535 4.130 0.0 -0.4 -0.1
C -0.631 -1.623 6.017 0.0 0.1 -0.1
C -2.130 -2.416 3.469 0.0 0.0 0.0
C 0.945 -2.374 3.464 -0.1 -0.1 0.0
Si -2.168 1.861 4.683 0.0 -0.1 0.2
C -1.498 2.098 6.431 -0.1 0.1 0.0
C -2.517 3.538 3.903 -0.1 0.1 0.1
C -3.747 0.832 4.724 0.0 0.2 0.0
H 3.643 1.694 2.611 -0.1 -0.2 -0.1
H 2.299 1.190 1.554 0.1 0.0 0.2
H 3.061 0.010 2.643 -0.1 0.2 -0.1
H 3.159 1.131 5.751 -0.2 -0.1 0.0
H 1.512 1.144 6.417 0.1 -0.1 -0.2
H 2.124 -0.302 5.584 0.0 0.3 -0.1
H 0.925 3.943 3.399 0.1 -0.1 0.2
H 1.204 3.704 5.137 0.1 0.0 -0.2
H 2.582 3.781 4.018 -0.2 0.0 0.1
H -1.530 -1.161 6.446 0.2 -0.1 -0.1
H -0.639 -2.690 6.291 0.0 0.2 -0.1
H 0.248 -1.162 6.484 -0.2 -0.1 -0.1
H -2.318 -2.179 2.414 0.0 -0.1 0.1
H -1.958 -3.500 3.552 -0.1 0.2 -0.1
H -3.032 -2.167 4.043 0.2 0.0 -0.1
H 0.949 -2.376 2.365 0.0 0.0 0.2
H 1.876 -1.907 3.809 -0.2 -0.1 0.0
H 0.939 -3.421 3.806 0.1 0.2 -0.1
H -0.539 2.633 6.450 -0.2 -0.1 0.0
H -2.233 2.706 6.980 0.2 -0.1 0.0
H -1.374 1.149 6.968 0.0 0.2 -0.1
H -2.676 3.471 2.819 0.0 0.0 0.2
H -3.437 3.940 4.356 0.2 0.0 -0.2
H -1.704 4.251 4.093 -0.2 -0.1 0.0
H -4.125 0.625 3.714 0.0 0.0 0.2
H -3.618 -0.127 5.244 0.0 0.3 -0.1
H -4.512 1.412 5.262 0.1 -0.2 -0.1
```
Positions in Å, forces in eV/Å.

Computed properties:
Multiplicity: 1
DFT total energy: -89027.0648 eV
Highest occupied orbital energy: -12.41 eV
Gap between HOMO and LUMO: 0.20478 hartree
Energy above the lowest of the compared OMol25 structures with the same formula, charge and spin: 0.000 eV
Total charge: +2
LUMO: -6.84 eV

These are the Löwdin partial charges, in e, on atoms 1 to 5: 0.9017 0.5595 -0.2950 -0.4185 0.0532

***

The following is a DFT calculation (ωB97M-V with the def2-TZVPD basis set) of a structure of composition C28H19N3O9STa at a distorted geometry.

```
61
Properties=species:S:1:pos:R:3:forces:R:3
Ta -0.070 0.361 0.644 1.8 0.2 -2.1
O -4.119 1.938 1.757 0.7 0.4 -0.6
C -2.847 1.689 1.468 -2.0 -1.9 -0.7
O -2.571 0.988 0.489 1.0 1.0 1.3
C -1.854 2.158 2.422 0.4 1.3 1.2
C -2.104 2.957 3.552 -1.2 -0.6 0.1
C -1.049 3.461 4.269 2.0 1.4 -0.5
C 0.286 3.307 3.777 -1.2 -0.1 1.5
C 0.442 2.477 2.693 -1.1 0.1 0.0
N -0.600 1.902 2.040 0.6 1.2 1.3
C 1.778 2.205 2.120 0.3 -0.8 -0.6
O 2.737 2.695 2.650 0.0 -0.6 -1.0
O 1.671 1.366 1.055 0.2 0.5 1.4
H -4.607 1.661 0.953 -0.2 0.0 0.5
H -3.100 3.179 3.984 0.5 -0.4 -1.0
H -1.265 4.180 5.071 0.3 -0.7 -0.1
H 1.179 3.714 4.297 -0.8 -0.2 -0.6
O -0.689 -2.294 4.336 0.1 -0.9 0.4
C -1.540 -3.190 3.769 -0.2 0.7 -0.2
C -2.160 -4.147 4.608 1.3 1.2 -0.4
C -3.370 -4.650 4.243 0.0 -1.2 0.5
C -3.806 -4.556 2.933 0.3 1.1 -1.5
C -3.071 -3.773 2.007 -0.3 -1.3 0.6
C -1.915 -3.062 2.421 -1.0 0.8 0.1
C -1.398 -1.967 1.537 -0.7 -1.5 -0.4
O -0.665 -0.987 2.078 0.3 1.3 -1.4
N -1.695 -1.996 0.277 -0.8 -0.4 -0.4
N -1.231 -0.932 -0.500 -1.6 -0.4 -0.2
C -1.666 -0.810 -1.732 0.8 -2.8 1.3
C -1.001 0.003 -2.690 -0.2 0.3 -0.4
C -1.008 -0.366 -4.043 0.3 0.2 0.1
C -0.337 0.419 -4.969 0.5 0.2 -0.1
C 0.455 1.515 -4.559 -1.3 -0.9 1.9
C 0.480 1.856 -3.177 0.3 -0.2 -0.5
C -0.258 1.098 -2.264 0.2 0.3 -1.7
O -0.247 1.377 -0.960 0.4 0.1 1.3
H -0.533 -1.577 3.709 0.2 -0.1 0.0
H -1.589 -4.436 5.472 -0.4 0.3 0.7
H -3.948 -5.228 4.972 0.3 0.0 -0.4
H -4.696 -5.124 2.668 0.2 0.4 -0.3
H -3.327 -3.752 0.948 -0.2 0.1 0.4
H -2.283 -1.664 -2.079 0.0 0.8 0.2
H -1.403 -1.345 -4.302 -0.4 0.4 -0.2
H -0.367 0.170 -6.032 0.1 -0.1 0.4
H 1.026 2.010 -5.308 0.4 0.6 -0.2
H 1.115 2.641 -2.747 -0.3 -0.2 -0.5
O 5.550 2.419 -4.104 1.1 -1.2 -0.5
C 5.314 1.070 -4.426 0.9 1.1 -2.2
O 5.982 0.595 -5.331 -1.7 0.3 2.2
C 4.268 0.458 -3.556 0.0 -0.6 1.6
C 3.330 -0.530 -3.895 -0.2 0.9 0.1
C 2.454 -1.040 -2.927 0.5 1.0 0.8
C 2.500 -0.638 -1.570 1.9 0.4 -1.5
S 1.427 -1.378 -0.418 -0.2 0.1 1.0
C 3.550 0.228 -1.233 -0.3 0.1 1.5
C 4.360 0.807 -2.180 0.5 0.5 -1.1
H 4.786 2.978 -4.039 -0.9 0.0 0.3
H 3.150 -0.721 -4.945 0.2 -0.5 0.0
H 1.687 -1.725 -3.162 -0.7 -0.7 -0.7
H 3.751 0.433 -0.165 -0.3 0.1 -0.7
H 5.109 1.570 -1.903 -0.4 -0.7 0.0
```
Positions in Å, forces in eV/Å.

Computed properties:
Multiplicity: 1
DFT total energy: -64625.7481 eV
Highest occupied orbital energy: -10.84 eV
Gap between HOMO and LUMO: 0.19275 hartree
Total charge: +1
LUMO: -5.59 eV

These are the Löwdin partial charges, in e, on atoms 1 to 5: 1.8184 0.1882 -0.4031 0.0669 -0.1406

***

The following is a DFT calculation (ωB97M-V with the def2-TZVPD basis set) of a structure of composition C8H10CeN2Se at a distorted geometry.

```
22
Properties=species:S:1:pos:R:3:forces:R:3
C 0.520 0.710 -2.117 -1.2 -0.3 -0.5
C -0.662 1.436 -1.736 -0.1 -1.0 -0.5
C -1.753 0.499 -1.652 0.9 -0.1 -0.6
C -1.244 -0.805 -1.989 0.4 1.1 -0.3
C 0.157 -0.671 -2.285 -0.7 0.9 -0.1
Ce -0.012 -0.198 0.331 0.0 0.1 -0.9
N 1.838 -0.688 0.474 2.1 -0.8 0.6
C 0.985 1.246 2.105 0.5 0.6 0.9
C -0.049 1.974 1.569 -0.4 0.4 0.2
H -2.750 0.720 -1.269 0.2 -0.1 -0.3
H -0.698 2.488 -1.460 -0.1 -0.2 -0.2
H -1.794 -1.744 -1.913 0.1 0.3 -0.2
H 0.851 -1.485 -2.483 -0.2 0.3 0.0
H 1.523 1.126 -2.195 -0.3 -0.2 0.0
H 0.100 2.712 0.765 0.0 -0.2 0.7
H 2.031 1.429 1.827 -0.6 0.0 0.4
H 2.661 -1.201 0.840 -0.3 0.4 -0.5
H -1.108 1.731 1.801 0.7 0.5 0.2
H 0.806 0.435 2.842 0.2 0.8 -0.3
Se -0.493 -4.528 3.063 0.3 -0.7 0.5
C -0.383 -3.087 2.076 -1.2 3.0 -2.0
N -0.525 -2.099 1.407 -0.2 -4.8 3.0
```
Positions in Å, forces in eV/Å.

Computed properties:
Multiplicity: 2
DFT total energy: -89712.0980 eV
Highest occupied orbital energy (alpha / beta): -2.75 / -4.04 eV
Gap between HOMO and LUMO (alpha / beta): 0.20295 / 0.24952 hartree
Total charge: -1
LUMO (alpha / beta): 2.77 / 2.75 eV
⟨S²⟩: 0.7628

These are the Löwdin partial charges, in e, on atoms 1 to 5: -0.2134 -0.2214 -0.2232 -0.2146 -0.2138

***

> What is the formula in the fourth record?

C8H10CeN2Se